(1)
ORCA calculation (ωB97M-V/def2-TZVPD) on the molecule C22H21ClN2O5 at a distorted geometry.

Cartesian coordinates (Å):
C -1.56 -4.37 0.12
H -0.96 -4.17 -0.92
O -2.60 -3.48 0.17
C -2.56 -2.25 0.23
C -1.37 -1.73 -0.02
C -1.41 -0.26 0.27
C -2.61 0.45 0.57
C -3.77 -0.08 0.39
C -3.85 -1.47 0.35
C -5.06 -2.28 0.58
H -5.93 -1.37 0.99
H -5.51 -2.54 -0.47
H -4.94 -3.25 1.16
O -4.89 0.71 0.73
C -5.58 0.94 -0.63
H -5.94 0.02 -0.94
H -6.43 1.35 -0.17
H -4.98 1.52 -1.07
C -2.35 2.12 0.45
N -1.39 2.68 0.44
N -1.36 3.96 0.35
C -0.30 4.81 0.43
O -0.25 6.04 0.45
C 0.99 4.07 0.11
C 2.30 4.75 -0.49
C 3.26 3.54 -0.56
C 2.41 2.20 -0.53
O 1.17 2.84 -0.26
C 2.67 0.91 -0.65
O 3.98 0.63 -0.01
C 4.45 -0.49 -0.18
C 3.82 -1.70 -0.92
C 4.47 -2.88 -0.74
C 5.60 -3.26 -0.10
C 6.19 -2.14 0.59
C 5.68 -0.62 0.59
Cl 6.40 0.51 1.20
H 7.15 -2.19 1.38
H 6.06 -4.06 -0.05
H 3.85 -3.61 -1.19
H 3.00 -1.61 -1.17
H 2.73 0.84 -1.61
H 1.82 0.28 -0.36
H 4.17 3.43 -0.72
H 2.43 5.68 -0.24
H -2.00 4.42 0.67
H -3.30 2.43 0.81
H -0.29 0.22 0.18
H -0.45 -2.00 -0.11
H -1.03 -4.17 0.90
H -1.94 -5.35 -0.02

## Properties
SMILES	COc1ccc(/C=N/NC(=O)c2ccc(COc3ccccc3Cl)o2)c(OC)c1C
E_LUMO	0.01	eV
E_HOMO	-7.8	eV
energy above the lowest of the compared OMol25 structures with the same formula, charge and spin	582.4	kcal/mol
HOMO-LUMO gap	0.287	Eh

---

(2)
ORCA calculation (ωB97M-V/def2-TZVPD) on a structure of composition C38H42FN8O3SSm at a distorted geometry.

Cartesian coordinates (Å):
Sm -1.83 0.49 -0.56
C -4.02 2.46 -1.54
C -3.23 2.18 -2.67
C -3.51 0.85 -3.07
C -4.43 0.30 -2.15
C -4.74 1.30 -1.20
C -5.65 1.14 -0.04
C -4.96 -1.08 -2.20
C -2.95 0.15 -4.25
C -2.26 3.09 -3.35
C -4.10 3.76 -0.82
H -6.44 1.89 -0.04
H -5.10 1.24 0.90
H -6.14 0.16 -0.03
H -5.58 -1.23 -3.09
H -5.57 -1.31 -1.33
H -4.15 -1.81 -2.22
H -3.71 -0.47 -4.73
H -2.12 -0.50 -3.96
H -2.59 0.86 -4.99
H -2.61 3.35 -4.35
H -1.28 2.62 -3.45
H -2.13 4.02 -2.80
H -5.13 4.13 -0.82
H -3.48 4.52 -1.30
H -3.76 3.66 0.21
C 4.54 -3.53 -3.70
C 3.30 -4.28 -3.22
N 2.42 -3.39 -2.45
C 1.39 -2.71 -3.08
C 0.49 -1.91 -2.50
C -0.62 -1.20 -3.23
O -0.67 -1.38 -4.48
O -1.37 -0.51 -2.49
C 0.59 -1.71 -1.05
O -0.18 -0.97 -0.46
C 1.67 -2.43 -0.34
C 1.77 -2.26 1.04
C 2.79 -2.89 1.74
F 2.83 -2.70 3.07
C 3.76 -3.69 1.10
C 3.62 -3.82 -0.31
C 2.58 -3.23 -1.05
N 4.85 -4.28 1.76
C 5.23 -5.66 1.38
C 6.75 -5.85 1.58
N 7.30 -4.80 2.52
C 6.40 -4.56 3.70
C 5.06 -3.97 3.19
H 5.18 -4.20 -4.29
H 5.13 -3.15 -2.86
H 4.27 -2.68 -4.33
H 3.58 -5.17 -2.66
H 2.76 -4.65 -4.10
H 1.33 -2.87 -4.16
H 1.05 -1.64 1.58
H 4.38 -4.36 -0.85
H 4.98 -5.95 0.36
H 4.69 -6.36 2.04
H 7.29 -5.71 0.64
H 7.00 -6.83 2.00
H 7.29 -3.91 1.98
H 8.27 -4.99 2.79
H 6.91 -3.87 4.38
H 6.26 -5.52 4.19
H 5.11 -2.88 3.33
H 4.24 -4.37 3.81
S -0.22 5.84 3.54
C -0.62 4.46 2.49
C -1.68 3.61 2.81
C -1.95 2.54 1.97
N -1.23 2.27 0.86
C -0.21 3.10 0.57
C 0.14 4.19 1.35
C -1.25 7.10 2.80
C -0.76 7.90 1.76
C -1.59 8.86 1.23
N -2.85 9.08 1.65
C -3.30 8.30 2.66
C -2.55 7.31 3.26
H -2.29 3.77 3.70
H -2.76 1.86 2.18
H 0.35 2.86 -0.33
H 0.98 4.82 1.07
H 0.25 7.77 1.38
H -1.25 9.51 0.42
H -4.32 8.51 2.98
H -2.97 6.72 4.07
N -4.35 -2.06 4.78
C -4.77 -1.60 3.80
N -5.33 -1.02 2.59
C -4.26 -0.60 1.70
N -3.44 -0.24 0.96
H -0.49 0.21 1.05

## Properties
<S²>	9.206
E_LUMO (alpha / beta)	-1.61 / -1.66	eV
E_HOMO (alpha / beta)	-4.5 / -5.5	eV
2S+1	6
HOMO-LUMO gap (alpha / beta)	0.105 / 0.140	Eh